Record 1
DFT (ωB97M-V/def2-TZVPD) results for a molecular structure, C8H8FeO5Te at a distorted geometry.

Structure (XYZ):
```
23
Properties=species:S:1:pos:R:3:forces:R:3:mulliken_spin:R:1
Fe -0.9454 -0.6416 -1.9659 -0.3 1.4 1.1 2.971
O -1.0841 3.1433 -0.9235 0.0 0.0 0.1 0.012
C -0.8868 1.9482 -0.9978 0.0 -0.2 -0.4 -0.008
O -1.2493 1.2064 -2.0187 0.0 0.1 0.1 -0.026
C -0.0993 1.1891 0.0568 -0.1 -0.2 0.1 -0.018
C 1.1318 0.5568 -0.6116 -0.1 -0.2 -0.2 0.037
C 2.0294 -0.0384 0.4654 0.0 -0.1 0.1 -0.005
C 1.3165 -1.1644 1.2529 0.0 0.1 -0.1 -0.016
C -0.1497 -1.1702 1.0131 0.0 0.1 0.1 0.737
O 0.8366 -0.4643 -1.5526 0.1 0.0 0.1 0.034
C -0.9102 0.1126 0.8854 0.2 0.0 -0.1 0.129
C -2.3211 -0.1861 0.3658 -0.2 -0.4 -0.1 0.004
O -3.2917 0.1591 1.0091 -0.1 0.0 -0.1 0.004
O -2.3837 -0.9227 -0.7224 0.1 0.0 -0.1 0.094
H 0.2530 1.9540 0.7432 0.1 0.0 0.1 0.013
H 1.6782 1.3655 -1.1067 0.1 0.1 -0.1 0.009
H 2.3330 0.7713 1.1353 0.0 0.0 0.0 -0.013
H 2.9307 -0.4242 -0.0120 0.0 0.0 0.0 0.003
H 1.5295 -1.0364 2.3256 0.0 0.0 0.0 0.060
H 1.7284 -2.1368 0.9815 0.0 0.0 0.0 0.012
H -0.6864 -2.1086 0.9811 0.0 0.0 0.0 0.006
H -1.0607 0.5481 1.8766 -0.1 0.1 0.1 0.006
Te -0.6986 -2.6607 -3.1803 0.2 -1.1 -0.7 0.952
```
Forces are in eV/Å.

Charge: -1
Multiplicity: 6
Gap between HOMO and LUMO (alpha / beta): 6.11 / 6.52 eV
Lowest unoccupied orbital energy (alpha / beta): 1.5989 / 1.3678 eV
Expectation value of S²: 8.87

=====

Record 2
DFT (ωB97M-V/def2-TZVPD) results for C4H10N2O in the gas phase at a distorted geometry.

Structure (XYZ):
```
17
Properties=species:S:1:pos:R:3:forces:R:3:nbo_charge:R:1
C 0.3451 1.3171 2.0506 0.2 1.8 1.5 -0.635
C -0.3556 0.8015 0.7533 1.0 -0.5 3.2 -0.062
N -1.8041 0.6969 0.9766 0.9 -2.8 0.5 -0.879
C 0.3126 -0.5550 0.3993 0.0 -0.2 -1.8 -0.518
C 0.4784 -0.6263 -1.1219 -0.1 -1.0 -1.6 0.685
N 0.7308 -1.8937 -1.6001 0.6 -1.8 -1.4 -0.854
O 0.3846 0.2647 -1.9479 0.1 0.3 1.0 -0.614
H -0.1678 1.0908 3.0497 0.1 0.4 -1.6 0.206
H 0.4833 2.4385 1.9221 -0.6 -1.1 0.6 0.206
H 1.3715 1.0226 2.2947 0.0 -0.5 -0.8 0.203
H -0.1522 1.5884 0.0404 -0.2 -0.4 -0.7 0.228
H -2.2813 1.5342 0.7440 -0.8 0.3 0.5 0.387
H -2.1216 0.0128 1.7643 0.7 2.5 -2.0 0.381
H 1.3737 -0.8730 0.7571 -2.1 1.0 0.1 0.240
H -0.4588 -1.3280 0.5789 0.7 0.0 0.4 0.234
H 0.9128 -2.0845 -2.6228 -0.5 1.0 1.8 0.404
H 0.7936 -2.7665 -1.0682 -0.2 1.1 0.2 0.387
```
Forces are in eV/Å.

Charge: 0
Energy above the lowest of the compared OMol25 structures with the same formula, charge and spin: 40.0 kcal per mole
Gap between HOMO and LUMO: 9.77 eV
Lowest unoccupied orbital energy: 0.8986 eV

=====

Record 3
DFT (ωB97M-V/def2-TZVPD) results for a molecular structure, C33H31N10O9Sr at a distorted geometry.

Structure (XYZ):
```
84
Properties=species:S:1:pos:R:3:forces:R:3:lowdin_charge:R:1
Sr 0.7584 0.6883 -0.0527 -0.1 0.0 0.0 1.544
N 2.7974 0.1685 1.6518 0.0 0.1 -0.3 -0.035
C 3.7803 0.7946 0.7292 0.3 0.0 0.0 -0.189
C 3.1298 1.8589 -0.1840 0.1 0.1 0.2 -0.686
O 2.2233 2.5495 0.4279 0.3 0.1 0.2 -0.266
N 3.3868 1.9969 -1.4402 -0.2 -0.1 -0.1 0.058
C 4.0422 0.9365 -2.1696 0.1 0.2 0.1 -0.176
C 3.1185 -0.2733 -2.4180 0.1 0.1 0.1 -0.664
O 3.3210 -1.0047 -3.3878 0.2 -0.2 -0.1 -0.014
O 2.2224 -0.4774 -1.5298 -0.1 -0.3 -0.2 -0.254
H 2.7365 0.6976 2.5138 0.0 0.0 -0.1 0.076
H 3.0848 -0.7786 1.8762 0.0 0.1 0.1 0.057
H 4.2459 -0.0009 0.1516 0.0 0.0 0.0 0.087
H 4.5716 1.3133 1.2828 0.0 -0.1 0.0 0.117
H 4.9454 0.5236 -1.6928 0.0 0.0 0.0 0.106
H 4.3611 1.3072 -3.1441 0.0 0.0 0.0 0.103
C 0.4298 -3.1445 0.5672 -0.1 0.0 0.1 -0.121
N -0.2470 -1.9180 0.1091 0.0 0.1 -0.1 -0.071
C -1.1599 -2.0697 -1.0295 -0.1 -0.2 0.0 -0.122
C -1.0123 -1.1171 -2.1873 -0.2 0.0 0.0 -0.292
N -0.7047 0.1490 -2.1519 0.0 -0.1 0.0 0.088
C -0.8781 0.6213 -3.4453 0.0 0.0 0.0 -0.207
C -0.6554 1.8902 -3.9719 0.0 0.0 0.0 0.001
C -0.9191 2.0820 -5.3147 0.0 0.0 0.0 -0.094
C -1.3862 1.0380 -6.1259 0.0 0.0 0.0 -0.102
C -1.5987 -0.2306 -5.6187 0.0 0.0 0.0 -0.027
C -1.3358 -0.4122 -4.2676 0.0 0.0 0.0 -0.183
N -1.4118 -1.5117 -3.4333 0.0 -0.1 0.0 0.169
C 1.9276 -3.1797 0.5013 -0.1 0.0 0.1 -0.318
N 2.6498 -3.4459 1.5624 0.0 0.0 0.0 0.155
C 3.9625 -3.3920 1.1134 0.0 0.0 0.0 -0.253
C 5.1588 -3.5394 1.8142 0.0 0.0 0.0 -0.036
C 6.3393 -3.3472 1.1205 0.0 0.0 0.0 -0.113
C 6.3394 -3.0107 -0.2433 0.0 0.0 0.0 -0.102
C 5.1631 -2.8723 -0.9575 0.0 0.0 0.0 -0.012
C 3.9821 -3.0866 -0.2539 0.0 0.0 0.0 -0.197
N 2.6590 -3.0180 -0.6355 0.1 0.1 0.0 0.182
H 0.0197 -4.0204 0.0509 0.1 0.0 -0.1 0.120
H 0.2204 -3.2675 1.6288 0.0 0.0 0.0 0.084
H -0.7827 -1.5857 0.9070 0.0 0.1 0.0 0.063
H -2.1917 -1.9237 -0.6888 0.0 0.0 0.0 0.120
H -1.0830 -3.0864 -1.4287 0.0 0.0 0.0 0.117
H -0.2713 2.6896 -3.3519 0.0 0.0 0.0 0.118
H -0.7518 3.0554 -5.7557 0.0 0.0 0.0 0.097
H -1.5754 1.2276 -7.1741 0.0 0.0 0.0 0.095
H -1.9456 -1.0395 -6.2477 0.0 0.0 0.0 0.104
H -1.6993 -2.4416 -3.6842 0.0 0.1 0.0 0.160
H 5.1510 -3.7786 2.8698 0.0 0.0 0.0 0.102
H 7.2847 -3.4435 1.6389 0.0 0.0 0.0 0.089
H 7.2838 -2.8452 -0.7455 0.0 0.0 0.0 0.094
H 5.1433 -2.5801 -1.9991 0.0 0.0 0.0 0.110
H 2.3642 -2.4173 -1.4035 -0.2 0.2 -0.1 0.123
O -3.3117 0.0660 0.0384 -0.1 -0.1 0.0 0.019
C -2.6415 1.0636 0.3047 0.2 -0.2 -0.1 -0.632
O -1.4786 1.0922 0.8083 -0.2 0.2 0.1 -0.218
C -3.2585 2.4184 -0.0327 0.0 0.0 0.1 -0.079
C -4.4781 2.4507 -0.6964 0.0 0.0 0.0 0.080
C -5.0418 3.6716 -1.0097 -0.1 0.0 0.0 -0.113
C -4.4463 4.8761 -0.6861 0.0 0.0 0.0 0.076
C -3.2444 4.8043 -0.0134 0.2 0.0 -0.2 -0.113
C -2.6333 3.6063 0.3167 0.0 0.0 0.0 0.083
N -2.6006 6.0734 0.3842 -0.7 0.1 0.7 -0.350
O -1.7586 6.0239 1.2547 0.3 0.0 -0.3 0.093
O -3.0575 7.0999 -0.0827 0.3 0.0 -0.2 0.070
N -6.3428 3.7047 -1.7133 0.0 0.0 -0.3 -0.348
O -6.8086 4.7971 -1.9875 0.0 -0.2 0.1 0.069
O -6.8561 2.6414 -2.0039 0.1 0.2 0.1 0.080
H -4.9569 1.5188 -0.9544 0.0 0.0 0.0 0.130
H -4.8969 5.8227 -0.9406 0.0 0.0 0.0 0.129
H -1.6870 3.5969 0.8386 0.0 0.0 0.0 0.134
C -3.0592 -0.9300 6.8043 0.0 0.0 0.0 -0.050
C -2.2486 -1.1306 5.5548 0.0 0.0 0.0 -0.276
C -1.8454 -2.3913 5.1374 0.0 0.0 0.0 -0.035
C -1.1081 -2.5179 3.9699 0.0 0.1 0.0 -0.135
N -0.7516 -1.4882 3.2065 0.0 0.0 0.0 0.070
C -1.1250 -0.2740 3.6175 0.0 0.0 0.0 -0.118
C -1.8676 -0.0532 4.7647 0.1 0.0 0.0 -0.021
H -3.3105 -1.8809 7.2720 0.0 0.0 0.0 0.072
H -3.9873 -0.4023 6.5815 0.0 0.0 0.0 0.083
H -2.5084 -0.3288 7.5290 0.0 0.0 0.0 0.082
H -2.1049 -3.2736 5.7089 0.0 0.0 0.0 0.105
H -0.7897 -3.4990 3.6337 0.0 0.0 0.0 0.101
H -0.8409 0.5554 2.9824 -0.1 0.0 0.0 0.092
H -2.1478 0.9584 5.0303 0.0 0.0 0.0 0.116
```
Forces are in eV/Å.

Charge: -1
Energy above the lowest of the compared OMol25 structures with the same formula, charge and spin: 27.7 kcal per mole
Gap between HOMO and LUMO: 6.29 eV
Lowest unoccupied orbital energy: 1.2274 eV

=====

Record 4
DFT (ωB97M-V/def2-TZVPD) results for C3H7N3 in the gas phase at a distorted geometry.

Structure (XYZ):
```
13
Properties=species:S:1:pos:R:3:forces:R:3:nbo_charge:R:1
N 1.4965 0.2070 -0.7720 1.9 -0.6 3.4 -0.854
C 0.6215 0.2953 0.4444 -0.2 -3.4 -0.4 -0.117
C -0.2835 1.4001 0.3675 -3.6 -0.9 -3.9 -0.055
N -1.2660 1.0236 -0.4664 0.6 1.2 2.5 -0.192
N -1.2459 -0.3462 -0.6064 -1.9 -1.0 -0.5 -0.472
C -0.4041 -0.9505 0.4314 1.6 0.8 -2.3 -0.255
H 2.2334 -0.5067 -0.4172 -1.7 1.4 -2.2 0.372
H 0.9787 0.0711 -1.6394 0.3 -0.6 0.6 0.393
H 1.0808 0.2681 1.3814 1.9 -0.1 1.1 0.204
H -0.1197 2.4228 0.5960 0.1 0.7 0.0 0.212
H -2.2239 -0.7347 -0.7469 1.8 0.9 0.3 0.380
H -0.9171 -1.2234 1.3041 -1.0 0.4 1.7 0.186
H 0.0492 -1.9264 0.1236 0.1 1.0 -0.3 0.199
```
Forces are in eV/Å.

Charge: 0
Energy above the lowest of the compared OMol25 structures with the same formula, charge and spin: 55.1 kcal per mole
Gap between HOMO and LUMO: 9.55 eV
Lowest unoccupied orbital energy: 1.0177 eV

=====

Record 5
DFT (ωB97M-V/def2-TZVPD) results for a molecular structure, C35H48BCl3GeMnN6OS4 at a distorted geometry.

Structure (XYZ):
```
100
Properties=species:S:1:pos:R:3:forces:R:3:mulliken_spin:R:1
Mn 0.6837 -0.3088 -0.0504 0.8 0.4 1.7 4.417
C 2.7767 5.7580 0.9833 0.0 0.0 0.0 0.000
C 2.7319 4.2320 0.8352 0.2 0.0 0.0 0.003
C 3.5177 3.8689 -0.4230 0.0 0.0 0.0 0.002
C 3.3355 3.5418 2.0584 -0.1 0.0 0.0 0.001
N 1.2836 3.8122 0.7746 -0.2 0.0 0.0 0.007
C 0.3516 4.4182 1.6041 0.1 0.0 0.0 -0.001
C -0.8277 3.8151 1.4022 -0.1 -0.1 0.0 0.004
N -0.6425 2.8168 0.4620 0.0 -0.1 0.0 -0.032
B -1.9088 2.0136 0.0855 0.2 0.2 0.1 0.073
N -2.3485 0.9239 1.1038 0.1 0.0 -0.1 -0.040
C -3.7110 0.7681 1.3042 -0.1 0.0 -0.1 0.006
C -3.8879 -0.0963 2.3111 0.1 -0.1 0.1 -0.001
N -2.6320 -0.4932 2.7506 0.1 0.0 -0.1 -0.004
C -1.6965 0.1434 2.0003 -0.3 0.0 0.1 -0.045
S 0.0166 0.0607 2.1889 0.0 0.1 -0.1 0.091
C -2.5420 -1.4683 3.9003 0.0 -0.1 0.1 -0.001
C -3.1735 -0.7908 5.1204 0.0 0.0 0.0 0.000
C -1.1191 -1.8881 4.2520 0.0 0.1 -0.1 0.019
C -3.3335 -2.7157 3.4916 0.0 0.1 0.0 0.000
N -2.0117 1.4892 -1.4177 0.0 0.0 -0.2 0.019
C -2.6543 2.3180 -2.3080 0.1 0.0 0.3 0.005
C -3.1847 1.5619 -3.2902 0.0 -0.3 -0.2 0.008
N -2.8692 0.2455 -3.0313 0.0 0.3 0.1 0.001
C -2.1072 0.2414 -1.9129 -0.1 0.1 0.1 0.006
S -1.1746 -1.1195 -1.3265 -0.6 -0.1 -0.1 0.077
C -3.5227 -0.8546 -3.8471 -0.1 -0.2 -0.2 0.003
C -3.1787 -2.2494 -3.3424 0.0 0.1 0.1 0.004
C -3.0848 -0.7151 -5.3065 0.0 0.1 0.1 0.000
C -5.0368 -0.6485 -3.7019 0.1 0.0 0.0 0.001
C 0.6591 2.8160 0.1056 -0.1 0.1 0.1 0.022
S 1.4269 1.7159 -1.0051 -0.2 0.2 -0.1 0.084
H 3.8157 6.0783 0.9223 0.0 0.0 0.0 0.000
H 2.3996 6.1096 1.9429 0.0 0.0 0.0 0.000
H 2.2250 6.2475 0.1783 0.0 0.0 0.0 0.000
H 4.4797 4.3773 -0.3639 0.0 0.0 0.0 0.001
H 3.0153 4.2141 -1.3286 0.0 0.0 0.0 0.000
H 3.7144 2.8039 -0.5003 0.0 0.0 0.0 -0.002
H 4.3875 3.8154 2.1541 0.0 0.0 0.0 0.000
H 3.2636 2.4576 1.9548 0.0 0.0 0.0 0.001
H 2.8201 3.8408 2.9741 0.0 0.0 0.0 0.000
H 0.5990 5.2354 2.2541 0.0 0.0 0.0 0.000
H -1.7955 4.0107 1.8319 0.1 0.0 0.0 0.001
H -2.7970 2.8134 0.1196 0.0 0.1 0.0 -0.001
H -4.4334 1.3170 0.7233 0.0 0.0 0.0 0.000
H -4.7956 -0.4519 2.7622 0.0 0.0 0.0 0.000
H -2.6482 0.1349 5.3628 0.0 0.0 0.0 0.000
H -3.1014 -1.4575 5.9801 0.0 0.0 0.0 0.000
H -4.2296 -0.5646 4.9669 0.0 0.0 0.0 0.000
H -0.5087 -1.0392 4.5546 0.0 -0.1 0.0 -0.001
H -0.6269 -2.4046 3.4284 0.0 0.0 0.0 -0.008
H -1.1898 -2.5757 5.0958 0.0 0.0 0.0 0.000
H -4.3900 -2.5026 3.3255 0.0 0.0 0.0 0.000
H -3.2723 -3.4591 4.2867 0.0 0.0 0.0 0.000
H -2.9259 -3.1480 2.5749 0.0 0.0 0.1 0.000
H -2.7429 3.3778 -2.1318 0.0 -0.1 0.0 0.000
H -3.7874 1.8563 -4.1309 0.0 -0.1 0.0 0.001
H -2.1208 -2.4827 -3.4368 0.0 0.0 0.0 -0.004
H -3.7235 -2.9579 -3.9648 0.0 0.0 0.0 0.000
H -3.5057 -2.4057 -2.3112 0.1 0.0 0.0 0.001
H -2.0237 -0.9328 -5.4188 0.0 0.0 0.0 0.000
H -3.2874 0.2788 -5.7076 0.0 0.0 0.0 0.000
H -3.6420 -1.4295 -5.9113 0.0 0.0 0.0 0.000
H -5.3312 -0.6795 -2.6510 0.0 0.0 0.0 0.000
H -5.5533 -1.4543 -4.2225 0.0 0.0 0.0 0.000
H -5.3762 0.2907 -4.1378 0.0 0.0 0.0 0.000
O 2.2028 -1.5254 0.3136 -0.2 -0.5 0.0 0.152
S 3.3786 -2.4973 0.2040 0.0 -0.1 0.2 0.018
C 2.7054 -4.1101 -0.3535 0.2 0.1 0.2 0.004
C 1.7492 -4.8138 0.5645 0.0 0.1 -0.1 0.009
C 2.1360 -6.0071 1.1680 0.0 0.0 0.1 0.001
C 1.2731 -6.6766 2.0250 0.0 0.0 0.0 0.000
C 0.0151 -6.1541 2.2861 0.0 0.0 0.0 0.001
C -0.3776 -4.9666 1.6850 -0.1 0.1 0.0 0.006
C 0.4816 -4.2956 0.8270 0.1 -0.2 0.1 -0.042
C 3.7919 -2.9214 1.9423 -0.1 0.0 -0.2 0.002
C 3.7350 -1.7163 2.8306 0.0 0.1 0.0 0.003
C 2.7294 -1.6144 3.7854 0.0 0.0 -0.1 0.000
C 2.6829 -0.5192 4.6365 0.0 0.0 0.0 0.003
C 3.6385 0.4813 4.5330 0.0 0.0 0.0 0.000
C 4.6417 0.3850 3.5775 0.1 0.0 -0.1 0.000
C 4.6896 -0.7078 2.7252 0.0 0.0 0.1 0.000
H 3.6126 -4.7009 -0.5124 0.0 0.0 0.0 0.001
H 2.2922 -3.9085 -1.3397 -0.1 0.1 0.0 0.001
H 3.1175 -6.4204 0.9625 0.0 0.0 0.0 0.000
H 1.5827 -7.6069 2.4835 0.0 0.0 0.0 0.000
H -0.6635 -6.6762 2.9479 0.0 0.0 0.0 0.000
H -1.3678 -4.5726 1.8809 0.1 0.0 0.0 -0.001
H 0.1651 -3.3753 0.3580 0.0 0.1 -0.1 0.025
H 4.7975 -3.3467 1.9080 0.0 0.0 -0.2 -0.001
H 3.0896 -3.6858 2.2612 -0.1 0.0 0.1 0.002
H 1.9859 -2.4012 3.8691 0.0 0.0 0.0 -0.001
H 1.9088 -0.4539 5.3918 0.0 0.0 0.0 -0.001
H 3.6121 1.3285 5.2079 0.0 0.0 0.0 0.000
H 5.4032 1.1519 3.5100 0.0 0.0 0.0 0.000
H 5.4887 -0.7888 1.9946 0.0 0.0 0.0 0.000
Cl 2.8121 -0.5833 -2.5942 0.0 0.0 0.0 0.035
Ge 0.7020 -0.8490 -2.7122 0.1 -0.6 -1.3 0.068
Cl 0.6105 -2.9221 -3.2949 0.1 0.1 -0.1 -0.002
Cl 0.0266 0.4938 -4.1856 0.1 0.1 -0.2 -0.002
```
Forces are in eV/Å.

Charge: +2
Energy above the lowest of the compared OMol25 structures with the same formula, charge and spin: 26.6 kcal per mole
Multiplicity: 6
Gap between HOMO and LUMO (alpha / beta): 6.56 / 6.18 eV
Lowest unoccupied orbital energy (alpha / beta): -6.5954 / -7.1239 eV
Expectation value of S²: 8.77

=====

Record 6
DFT (ωB97M-V/def2-TZVPD) results for C3H6N2O in the gas phase at a distorted geometry.

Structure (XYZ):
```
12
Properties=species:S:1:pos:R:3:forces:R:3:nbo_charge:R:1
N -1.6195 -0.5959 -2.0910 0.5 0.9 0.5 -0.322
C -1.0085 0.0534 -1.3516 -0.6 -0.6 -0.6 0.248
C -0.2304 0.5091 -0.1746 0.1 0.0 -0.1 -0.176
N -1.0003 0.2278 1.0323 -0.1 0.0 0.0 -0.805
C 1.0760 -0.3062 -0.2529 -0.1 -0.1 -0.3 -0.053
O 1.9886 -0.0282 0.7684 -0.1 -0.1 0.3 -0.701
H 0.0198 1.5752 -0.1911 -0.1 -0.2 -0.2 0.236
H -1.6640 0.9808 1.1946 0.1 -0.1 0.1 0.370
H -1.5624 -0.6027 0.8616 0.1 0.0 0.2 0.367
H 0.7953 -1.3687 -0.2914 0.1 0.1 0.0 0.169
H 1.5603 -0.0542 -1.2020 0.0 -0.1 0.1 0.189
H 1.7239 -0.5297 1.5486 0.0 0.2 0.0 0.478
```
Forces are in eV/Å.

Charge: 0
Energy above the lowest of the compared OMol25 structures with the same formula, charge and spin: 34.7 kcal per mole
Gap between HOMO and LUMO: 11.21 eV
Lowest unoccupied orbital energy: 0.7500 eV

=====

| no. | electronic energy (eV) |
| --- | --- |
| 1 | -60344.32220 |
| 2 | -9337.25398 |
| 3 | -68891.91963 |
| 4 | -7692.28944 |
| 5 | -217478.96250 |
| 6 | -8235.19323 |